No. 1
Below is AlF24P4 as an isolated structure, with properties calculated with ωB97M-V with the def2-TZVPD basis set.

Summary:
E_HOMO = -0.3833 hartree
Net charge = -1
E = -4005.3903 hartree
Gap between HOMO and LUMO = 0.1705 Eh

Last column: natural (NBO) charge in e.
Positions of all 29 atoms, in Å:
Al 4.21 -13.68 -18.21  2.13
P 3.92 -16.97 -19.82  2.60
F 3.94 -18.45 -19.24  -0.56
F 2.88 -17.36 -20.99  -0.57
F 2.64 -16.54 -18.88  -0.59
F 3.84 -15.43 -20.36  -0.55
F 4.89 -16.34 -18.62  -0.56
F 5.16 -17.35 -20.77  -0.55
P 7.76 -14.20 -18.38  2.59
F 8.40 -15.63 -18.70  -0.56
F 6.62 -14.40 -19.57  -0.55
F 6.71 -14.93 -17.32  -0.57
F 6.92 -12.83 -18.00  -0.57
F 8.81 -13.92 -17.24  -0.56
F 8.63 -13.49 -19.53  -0.55
P 0.82 -12.95 -18.03  2.60
F 0.63 -14.49 -17.55  -0.57
F 0.03 -12.44 -16.72  -0.56
F 2.23 -12.94 -17.08  -0.59
F 1.13 -11.45 -18.48  -0.55
F 1.72 -13.52 -19.22  -0.55
F -0.54 -12.99 -18.83  -0.56
P 4.66 -11.53 -21.23  2.59
F 4.43 -13.12 -21.42  -0.57
F 5.51 -11.93 -19.84  -0.54
F 6.11 -11.61 -21.94  -0.56
F 4.84 -9.99 -20.92  -0.57
F 4.03 -11.22 -22.68  -0.57
F 3.23 -11.53 -20.48  -0.57


No. 2
Below is AlH2O as an isolated structure, with properties calculated with ωB97M-V with the def2-TZVPD basis set.

Summary:
E_HOMO = -1.1445 hartree
Net charge = +3
E = -317.0670 hartree
Gap between HOMO and LUMO = 0.2106 Eh

Last column: natural (NBO) charge in e.
Positions of all 4 atoms, in Å:
Al -1.54 1.77 -0.51  2.31
O 0.47 -0.21 0.09  -0.45
H 0.52 -0.63 0.95  0.57
H 0.55 -0.93 -0.53  0.57


No. 3
Below is ArH16O8 as an isolated structure, with properties calculated with ωB97M-V with the def2-TZVPD basis set.

Summary:
E_HOMO = -0.3903 hartree
E = -1139.0120 hartree
Gap between HOMO and LUMO = 0.3977 Eh

Last column: natural (NBO) charge in e.
Positions of all 25 atoms, in Å:
Ar 10.06 2.83 -13.88  0.00
O 10.42 3.85 -9.99  -0.96
H 9.56 4.25 -10.12  0.48
H 10.33 2.98 -10.37  0.48
O 7.19 5.61 -13.02  -0.94
H 6.40 6.12 -13.18  0.47
H 7.88 6.07 -13.50  0.47
O 12.27 3.67 -17.52  -0.94
H 12.68 4.12 -18.25  0.48
H 12.15 4.34 -16.85  0.48
O 13.67 1.52 -16.39  -0.96
H 13.21 2.29 -16.73  0.49
H 13.34 1.42 -15.50  0.46
O 8.40 0.00 -13.18  -0.96
H 8.54 -0.91 -13.44  0.49
H 7.60 -0.03 -12.65  0.49
O 8.22 0.76 -15.90  -0.95
H 8.11 1.67 -16.19  0.46
H 8.31 0.83 -14.95  0.48
O 10.06 1.12 -11.00  -0.97
H 9.63 0.76 -11.77  0.50
H 10.99 1.14 -11.23  0.47
O 12.40 3.93 -11.90  -0.96
H 12.93 3.50 -11.23  0.46
H 11.50 3.82 -11.60  0.48


What are the relative energy (zero: lowest compared OMol25 entry of this formula, charge and spin) values for these records? In order: 12.6; 125.1; 51.6 kJ/mol.
What are the largest force on an atom values for these records? In order: 4.51; 3.48; 0.95 eV Å⁻¹.